Computed, not measured: the molecule C26H27N5O4 at a distorted geometry, with the ωB97M-V functional and the def2-TZVPD basis.

Structure (XYZ):
```
62
Properties=species:S:1:pos:R:3:forces:R:3:mulliken_charge:R:1
O -3.53374 0.49537 -0.60745 0.054 -0.518 0.310 -0.530
O 2.92360 0.92811 -1.11838 0.050 -0.342 -0.068 -0.241
O -3.29912 0.10137 -2.86412 0.141 -0.520 -0.183 -0.486
O 2.15966 3.01213 -1.46948 -0.118 -0.010 -0.028 -0.593
N -0.96073 2.10342 -0.56775 0.061 -0.199 -0.175 -0.448
N -0.44765 0.61559 1.69280 0.198 -0.276 -0.292 -0.203
N 1.03471 -0.72708 0.59668 0.058 -0.109 0.039 0.965
N -0.53874 2.27699 -3.80088 -0.262 0.230 -0.486 -0.579
N 0.21822 -3.36252 1.10372 -0.090 0.083 -0.010 0.295
C 0.72322 1.09127 -1.88137 0.422 -0.232 0.439 1.560
C 3.93945 1.76280 0.91198 -0.152 0.006 -0.397 -1.253
C -3.21213 3.68278 1.80012 -0.073 0.137 -0.323 -0.699
C -0.10624 1.12359 -0.60584 -0.451 0.200 0.001 0.093
C 0.01975 1.77799 -2.93930 0.062 0.008 -0.108 -0.409
C -2.58631 3.40048 0.61610 -0.094 0.070 0.183 -0.403
C 0.33066 -2.42167 2.21312 0.189 -0.075 0.274 -0.884
C -2.39690 -1.56720 0.14580 -0.197 0.218 -0.146 -0.500
C 2.01441 1.82426 -1.48891 0.185 0.129 -0.259 -0.126
C 1.31615 -1.29342 1.90037 -0.056 -0.082 0.266 -1.128
C -1.75638 -2.72383 -0.31448 -0.051 -0.214 -0.111 0.726
C 1.20791 -1.68144 -0.48417 0.142 -0.223 -0.378 -0.290
C 4.15649 1.42237 -0.55760 0.509 0.293 0.277 0.449
C -1.65096 -2.96105 -1.67890 -0.052 -0.098 0.214 -0.401
C -1.98062 1.95092 2.94524 -0.170 0.099 0.057 -0.787
C -2.90825 2.95678 2.96282 0.118 -0.188 0.184 -0.500
C -1.33157 1.62792 1.73916 -0.149 0.380 -0.542 -0.522
C -2.13554 -2.06753 -2.63156 -0.120 0.345 -0.112 -1.123
C -2.87159 -0.68588 -0.79434 0.074 -0.148 -0.466 0.916
C 5.19725 0.33076 -0.75268 -0.401 0.231 -0.112 -1.429
C 0.13958 0.30250 0.55087 -0.233 0.370 0.796 0.374
C -3.72000 1.04153 -1.89923 -0.436 1.267 -0.247 -0.328
C -1.63640 2.36750 0.56970 0.252 -0.212 0.621 0.398
C -1.12821 -3.69391 0.66145 0.106 -0.065 -0.075 -1.929
C -2.73476 -0.92395 -2.16432 0.047 0.019 0.503 0.806
C 1.18842 -3.12930 0.06486 0.094 0.117 -0.007 -1.517
H 0.38980 -1.57572 -1.19837 0.120 0.039 0.039 0.200
H 3.19229 2.54729 1.00745 -0.034 0.071 0.057 0.367
H -2.04961 -2.26009 -3.68761 0.006 -0.030 -0.161 0.467
H -1.17795 -3.87029 -2.02002 0.061 -0.125 -0.005 0.360
H 0.97821 0.08536 -2.21445 -0.032 0.111 0.069 0.574
H -3.94697 4.47254 1.84950 -0.050 0.064 -0.021 0.413
H -3.11963 1.96017 -2.00058 -0.074 -0.266 0.029 0.312
H 4.43580 2.32825 -1.11015 -0.065 -0.199 0.087 0.395
H 2.16546 -1.50559 -0.99193 -0.098 -0.044 -0.091 0.193
H -0.63835 -1.96978 2.43450 0.026 0.000 0.023 0.294
H -1.74087 1.38110 3.83000 0.035 -0.051 0.084 0.476
H 2.17461 -3.38022 0.46962 0.008 0.002 -0.188 0.342
H -2.79721 3.94976 -0.28810 -0.002 0.090 -0.106 0.511
H 0.98958 -3.81226 -0.76183 0.095 -0.007 -0.033 0.498
H -2.52367 -1.36574 1.19669 -0.001 0.027 0.178 0.503
H 1.22080 -0.50594 2.64686 0.147 -0.186 -0.016 0.688
H 4.86966 2.11226 1.35034 0.099 0.038 0.069 0.489
H -1.74779 -3.78470 1.55554 -0.017 -0.077 -0.037 0.482
H 4.90469 -0.56288 -0.20699 0.006 -0.131 0.079 0.285
H -4.78467 1.27069 -2.04702 0.208 -0.136 0.038 0.261
H 6.15976 0.67214 -0.38383 0.102 0.023 0.051 0.446
H 3.59602 0.88303 1.45173 -0.007 -0.118 0.071 0.133
H 2.34487 -1.66304 1.89196 -0.022 0.023 0.041 0.499
H -3.41919 3.20130 3.88292 -0.017 0.007 0.075 0.411
H -1.06980 -4.68132 0.19066 -0.154 0.036 0.033 0.422
H 0.66858 -2.96625 3.10564 -0.050 0.189 0.078 0.357
H 5.29193 0.08225 -1.80658 0.053 -0.042 -0.085 0.349
```
Positions in Å, forces in eV/Å.

## Properties
**Energy above the lowest of the compared OMol25 structures with the same formula, charge and spin**: 67.85 kcal per mole
**Total energy**: -43040.2883 eV
**Total charge**: 0
**HOMO-LUMO gap**: 7.8 eV
**Max |F|**: 1.36 eV Å⁻¹